(i)
Density functional theory data (wB97M-V/def2-TZVPD) for C15H23N3O2 in the gas phase.

Computed properties:
SMILES = CN(CCCCCNC(=O)/C=N/O)Cc1ccccc1
Gap between HOMO and LUMO = 9.39 eV
LUMO = 0.76 eV

```
43
Properties=species:S:1:pos:R:3:nbo_charge:R:1
C 2.267 2.959 -0.751 -0.4083
N 2.279 1.580 -0.315 -0.4450
C 1.813 1.433 1.056 -0.2224
C 0.291 1.526 1.165 -0.3948
C -0.392 0.492 0.273 -0.4012
C -1.913 0.566 0.368 -0.3940
C -2.577 -0.470 -0.540 -0.2203
N -4.016 -0.407 -0.464 -0.5997
C -4.771 -1.376 0.090 0.6155
O -4.337 -2.430 0.510 -0.6070
C -6.227 -1.058 0.134 -0.0447
N -6.642 0.069 -0.260 -0.1204
O -8.006 0.283 -0.179 -0.5424
C 3.591 0.978 -0.502 -0.2544
C 3.534 -0.515 -0.324 0.0623
C 2.580 -1.253 -1.016 -0.2418
C 2.503 -2.624 -0.858 -0.1948
C 3.385 -3.278 -0.014 -0.2213
C 4.343 -2.552 0.672 -0.2059
C 4.413 -1.177 0.521 -0.2457
H 2.957 3.595 -0.171 0.1628
H 2.554 3.006 -1.801 0.2001
H 1.262 3.363 -0.653 0.1991
H 2.277 2.184 1.720 0.1678
H 2.119 0.443 1.403 0.2071
H 0.011 1.359 2.207 0.2059
H -0.049 2.526 0.890 0.1908
H -0.078 0.664 -0.757 0.2094
H -0.057 -0.506 0.561 0.2033
H -2.250 1.566 0.082 0.1886
H -2.228 0.388 1.398 0.2027
H -2.290 -1.478 -0.235 0.2309
H -2.263 -0.310 -1.577 0.1885
H -4.481 0.445 -0.738 0.4080
H -6.878 -1.836 0.527 0.2005
H -8.142 1.181 -0.515 0.4802
H 4.344 1.411 0.181 0.1672
H 3.908 1.197 -1.527 0.2070
H 1.896 -0.736 -1.670 0.2206
H 1.753 -3.187 -1.396 0.2119
H 3.326 -4.349 0.109 0.2130
H 5.034 -3.055 1.332 0.2120
H 5.159 -0.614 1.065 0.2091
```

(ii)
Density functional theory data (wB97M-V/def2-TZVPD) for a molecular structure, C15H23N3O2.

Computed properties:
Gap between HOMO and LUMO = 8.30 eV
LUMO = 0.36 eV

```
43
Properties=species:S:1:pos:R:3:nbo_charge:R:1
C 0.452 2.847 0.617 -0.4415
N 0.688 1.600 -0.211 -0.4753
C 2.005 1.539 -0.836 -0.2374
C 2.987 1.140 0.212 -0.3846
C 2.576 -0.124 1.065 -0.4507
C 3.132 -1.391 0.965 -0.4274
H 2.932 -2.094 1.934 0.2188
C 2.616 -1.964 -0.461 -0.2405
N 1.171 -2.223 -0.318 -0.5718
C 0.363 -1.969 -1.175 0.6140
O 0.546 -1.190 -2.206 -0.7203
C -1.185 -2.176 -0.922 0.0490
N -1.306 -3.093 0.130 -0.1381
O -2.634 -3.124 0.516 -0.5401
H -2.673 -3.690 1.202 0.4650
H -1.917 -1.997 -1.403 0.1594
H 0.916 -2.857 0.667 0.4490
H 3.136 -2.983 -0.419 0.2067
H 2.879 -1.252 -1.285 0.2557
H 4.237 -1.138 0.912 0.2202
H 2.809 0.337 2.135 0.2194
H 1.347 0.051 1.369 0.2398
H 3.849 1.034 -0.229 0.1954
H 3.060 2.139 0.972 0.1859
H 2.137 2.509 -1.637 0.1763
H 1.868 0.627 -1.506 0.2259
C -0.540 1.275 -1.163 -0.1328
C -1.790 1.167 -0.534 -0.0410
C -3.121 1.130 -1.045 -0.1681
C -4.182 0.669 -0.517 -0.2093
C -4.184 0.200 0.600 -0.2461
C -3.022 -0.095 1.186 -0.1810
C -1.784 0.419 0.758 -0.2108
H -0.895 0.125 1.226 0.2103
H -2.998 -0.614 2.285 0.1996
H -5.070 -0.065 1.133 0.2126
H -5.126 0.841 -1.285 0.2016
H -3.065 1.669 -1.858 0.1885
H -0.286 0.742 -1.877 0.2117
H -0.853 2.522 -1.626 0.1067
H 1.183 2.780 1.524 0.2035
H 0.448 3.806 0.142 0.1857
H -0.706 2.870 0.963 0.2161
```

Which structure loses on stability? (ii) does.

(i)
Density functional theory data (wB97M-V/def2-TZVPD) for 11 unconnected molecules or ions with the total composition C34H96N6O11.

Computed properties:
SMILES = COC[C@H](C)N.COC[C@H](C)N.COC[C@H](C)N.COC[C@H](C)N.COC[C@H](C)N.COC[C@H](C)N.CCO.CCO.CCO.CCO.CCO
Gap between HOMO and LUMO = 9.23 eV
LUMO = 0.39 eV

```
147
Properties=species:S:1:pos:R:3:mulliken_charge:R:1
C 0.505 -7.951 -10.134 -0.8934
O 0.354 -9.307 -10.481 -0.1072
C 1.618 -9.926 -10.608 -0.6800
C 1.393 -11.419 -10.797 1.5126
C 2.661 -12.232 -10.957 -1.9316
N 0.520 -11.727 -11.984 -0.1110
H 0.738 -7.258 -10.951 0.2681
H 1.319 -7.772 -9.424 0.3716
H -0.390 -7.548 -9.660 0.2726
H 2.140 -9.555 -11.507 0.0061
H 2.298 -9.723 -9.776 0.7919
H 0.990 -11.821 -9.860 -0.5415
H 2.550 -13.241 -11.344 0.5043
H 3.307 -12.232 -10.075 0.4454
H 3.264 -11.756 -11.745 0.3065
H -0.182 -12.341 -11.571 0.3169
H 0.019 -10.840 -12.047 -0.4933
C -1.541 -6.050 -13.620 -0.5087
O -1.716 -7.385 -14.012 -0.5541
C -0.538 -8.172 -13.876 -0.4764
C -0.601 -9.447 -14.689 0.4580
C -1.754 -10.350 -14.255 -0.6819
N 0.691 -10.166 -14.568 1.2431
H -1.144 -5.974 -12.601 0.2417
H -2.480 -5.497 -13.559 0.1050
H -0.912 -5.452 -14.285 0.0830
H 0.404 -7.653 -14.082 0.3235
H -0.547 -8.442 -12.810 0.3453
H -0.617 -9.169 -15.749 0.1623
H -2.700 -9.926 -14.614 0.1538
H -1.805 -10.521 -13.183 -0.0356
H -1.738 -11.315 -14.769 0.1274
H 0.928 -10.262 -13.585 -0.4677
H 0.563 -11.092 -14.953 -0.5725
C -2.009 -14.509 -6.123 -0.8460
O -1.860 -13.610 -7.172 -0.2698
C -2.537 -12.396 -6.973 -1.0264
C -2.152 -11.366 -8.023 0.3277
C -2.473 -11.943 -9.431 -0.9517
N -0.737 -10.944 -7.922 -0.6909
H -1.523 -15.457 -6.359 0.2475
H -3.049 -14.737 -5.860 0.3174
H -1.526 -14.183 -5.191 0.3285
H -3.629 -12.507 -7.038 0.4264
H -2.361 -12.020 -5.957 0.4589
H -2.689 -10.448 -7.773 0.3922
H -3.558 -12.051 -9.493 0.4641
H -1.999 -12.906 -9.606 0.2562
H -2.145 -11.181 -10.140 0.0641
H -0.616 -10.347 -8.736 0.1090
H -0.200 -11.795 -8.068 0.3929
C 3.965 -7.836 -14.485 -0.0181
O 4.892 -8.603 -15.186 -0.4343
C 4.632 -10.010 -15.197 0.3375
C 5.540 -10.627 -16.278 -0.0329
C 5.166 -10.253 -17.691 -0.9770
N 5.361 -12.111 -16.165 -0.7016
H 4.423 -6.848 -14.375 0.3643
H 3.743 -8.170 -13.459 0.1870
H 2.996 -7.675 -14.974 -0.3240
H 4.913 -10.336 -14.190 0.3596
H 3.600 -10.287 -15.442 -0.3168
H 6.598 -10.438 -16.090 0.4663
H 5.896 -10.622 -18.410 0.4242
H 5.141 -9.166 -17.801 0.3282
H 4.192 -10.686 -17.927 -0.1147
H 5.711 -12.451 -15.278 0.3689
H 4.347 -12.192 -16.172 0.1345
C 0.872 -12.307 -17.580 -0.6300
O 1.683 -12.755 -16.507 -0.1593
C 1.182 -13.920 -15.838 -0.5176
C 2.290 -14.466 -14.961 0.4299
C 1.866 -15.580 -14.034 -1.7255
N 2.843 -13.378 -14.099 -0.4248
H 1.538 -11.800 -18.270 0.1683
H 0.109 -11.601 -17.229 0.1316
H 0.304 -13.124 -18.029 0.3726
H 0.283 -13.579 -15.311 0.0663
H 0.934 -14.671 -16.597 0.6084
H 3.138 -14.745 -15.594 0.3536
H 2.709 -15.886 -13.412 0.4144
H 1.587 -16.477 -14.595 0.4475
H 1.044 -15.300 -13.372 0.3335
H 2.678 -12.550 -14.671 -0.0151
H 2.230 -13.290 -13.297 -0.0189
C -2.047 -6.515 -17.678 -0.5817
O -0.767 -5.989 -17.924 -0.5432
C 0.295 -6.674 -17.319 0.5080
C 0.922 -7.688 -18.291 0.5759
C 2.127 -8.329 -17.678 -0.9814
N 1.283 -6.951 -19.525 -0.8377
H -2.339 -6.522 -16.627 0.1215
H -2.055 -7.567 -18.001 0.2646
H -2.775 -6.031 -18.327 0.4015
H 1.040 -5.939 -17.002 -0.0428
H 0.052 -7.178 -16.376 -0.4845
H 0.206 -8.470 -18.583 0.3288
H 1.911 -8.970 -16.817 -0.1119
H 2.833 -7.588 -17.286 0.2657
H 2.684 -8.905 -18.419 0.3410
H 0.474 -6.353 -19.695 0.3087
H 1.276 -7.622 -20.287 0.3108
C -5.672 -4.505 -14.592 -0.4576
C -6.073 -3.016 -14.586 -0.3845
O -5.985 -2.448 -13.278 -0.6265
H -6.503 -5.158 -14.842 0.3086
H -5.302 -4.636 -13.574 0.2384
H -4.845 -4.769 -15.254 0.0621
H -7.119 -2.858 -14.850 0.3739
H -5.479 -2.430 -15.294 0.0914
H -5.047 -2.469 -13.039 0.3827
C -2.505 -2.157 -15.667 -0.7352
C -2.700 -1.518 -14.317 -0.1821
O -3.176 -2.568 -13.433 -0.4953
H -1.740 -2.931 -15.559 -0.0911
H -2.167 -1.473 -16.449 0.4183
H -3.373 -2.662 -16.093 0.2221
H -3.550 -0.827 -14.360 0.2472
H -1.783 -1.134 -13.872 0.3901
H -3.038 -2.294 -12.523 0.2677
C -6.158 -9.289 -15.856 -1.0757
C -5.308 -8.165 -15.309 0.0654
O -3.944 -8.183 -15.701 -0.2394
H -7.064 -9.429 -15.266 0.3688
H -5.596 -10.210 -15.668 0.1546
H -6.396 -9.209 -16.914 0.3201
H -5.267 -8.157 -14.211 0.3233
H -5.709 -7.174 -15.563 0.1292
H -3.416 -7.942 -14.934 0.0788
C 2.172 -4.370 -14.802 -0.9326
C 1.818 -3.209 -15.687 -0.1714
O 0.988 -2.314 -14.941 -0.5301
H 2.884 -5.084 -15.220 0.2249
H 1.384 -4.786 -14.177 0.0612
H 2.867 -3.973 -14.040 0.5266
H 1.281 -3.632 -16.551 0.2405
H 2.704 -2.759 -16.147 0.3600
H 0.715 -1.727 -15.660 0.3244
C -3.994 -12.941 -17.854 -0.7005
C -3.845 -13.800 -16.630 0.0558
O -3.158 -15.034 -16.934 -0.5215
H -4.603 -13.358 -18.662 0.3346
H -3.028 -12.646 -18.260 0.1784
H -4.586 -12.048 -17.618 0.1489
H -4.809 -14.103 -16.214 0.3296
H -3.279 -13.204 -15.912 -0.1015
H -3.865 -15.645 -17.154 0.3038
```

(ii)
Density functional theory data (wB97M-V/def2-TZVPD) for 11 unconnected molecules or ions with the total composition C34H96N6O11.

Computed properties:
SMILES = COC[C@H](C)N.COC[C@H](C)N.COC[C@H](C)N.COC[C@H](C)N.COC[C@H](C)N.COC[C@H](C)N.CCO.CCO.CCO.CCO.CCO
Gap between HOMO and LUMO = 9.40 eV
LUMO = 0.41 eV

```
147
Properties=species:S:1:pos:R:3:mulliken_charge:R:1
C 2.111 4.010 1.005 -0.8441
O 0.909 3.507 0.484 0.1717
C 0.444 4.269 -0.633 -1.4704
C -0.708 3.584 -1.336 1.8961
C -1.140 4.417 -2.536 -1.5782
N -1.881 3.382 -0.459 -0.7152
H 2.058 5.085 1.223 0.2839
H 2.950 3.863 0.313 0.1907
H 2.332 3.489 1.935 0.2303
H 0.095 5.246 -0.280 0.4783
H 1.264 4.367 -1.351 0.3489
H -0.380 2.609 -1.733 -0.4894
H -0.338 4.631 -3.245 0.3721
H -1.568 5.380 -2.238 0.4354
H -1.955 3.914 -3.063 0.2123
H -2.527 2.745 -0.915 0.3822
H -1.549 2.846 0.345 0.1160
C -1.701 4.697 3.453 -0.6091
O -2.108 5.947 3.915 -0.3389
C -3.488 6.151 3.721 -0.6339
C -3.820 7.620 3.842 0.4089
C -5.313 7.841 3.767 -1.4698
N -3.145 8.449 2.836 -0.7232
H -2.167 3.873 4.015 0.3392
H -0.630 4.526 3.605 0.1375
H -1.867 4.553 2.378 0.2490
H -3.801 5.759 2.739 0.3202
H -4.080 5.573 4.453 0.3044
H -3.448 7.955 4.817 0.3063
H -5.522 8.898 3.935 0.3713
H -5.855 7.285 4.529 0.3846
H -5.672 7.595 2.764 0.3347
H -2.149 8.267 2.860 0.2950
H -3.475 8.174 1.915 0.2560
C -2.622 -5.069 1.543 -0.6582
O -2.562 -5.898 0.422 -0.4039
C -1.859 -5.307 -0.633 0.1747
C -1.877 -6.223 -1.840 0.2962
C -1.179 -5.550 -2.995 -1.3876
N -3.223 -6.644 -2.253 -0.7756
H -1.615 -4.823 1.915 0.2822
H -3.181 -5.561 2.336 0.3311
H -3.104 -4.100 1.338 0.1944
H -2.302 -4.332 -0.921 -0.2787
H -0.827 -5.047 -0.340 0.3806
H -1.309 -7.123 -1.573 0.2884
H -1.767 -4.686 -3.327 0.2136
H -1.088 -6.197 -3.866 0.3453
H -0.187 -5.204 -2.690 0.3465
H -3.729 -5.798 -2.520 0.3071
H -3.670 -6.976 -1.403 0.3786
C 0.097 -1.716 -1.674 -0.3094
O -0.040 -1.469 -0.300 -0.4676
C -0.481 -0.144 -0.049 -0.1233
C -0.393 0.142 1.440 1.8987
C -1.239 -0.823 2.262 -1.4634
N -0.808 1.509 1.687 -0.4763
H -0.885 -1.831 -2.154 -0.0579
H 0.541 -2.703 -1.829 0.2498
H 0.712 -0.967 -2.184 0.3414
H 0.169 0.554 -0.600 -0.2298
H -1.516 -0.025 -0.397 0.4141
H 0.647 -0.052 1.748 -0.7115
H -2.313 -0.652 2.193 0.3634
H -0.925 -0.789 3.309 -0.0288
H -1.051 -1.853 1.947 0.3272
H -0.759 1.702 2.683 -0.0010
H -0.202 2.196 1.238 0.4293
C 6.000 -4.785 6.181 -0.7511
O 5.223 -3.878 5.443 -0.2622
C 5.551 -3.878 4.059 -0.8537
C 4.844 -2.733 3.369 0.9408
C 3.376 -2.690 3.733 -1.0210
N 5.023 -2.883 1.918 -0.7250
H 5.751 -5.821 5.921 0.2974
H 5.743 -4.629 7.230 0.2420
H 7.074 -4.601 6.073 0.2986
H 6.639 -3.803 3.932 0.4002
H 5.200 -4.824 3.621 0.3475
H 5.302 -1.800 3.742 0.1430
H 2.886 -3.615 3.409 0.3360
H 2.884 -1.867 3.211 -0.1679
H 3.233 -2.612 4.807 0.4289
H 4.472 -2.156 1.453 0.0696
H 5.993 -2.651 1.719 0.3634
C 3.659 2.347 -2.060 -0.2403
O 4.674 1.630 -1.389 -0.4428
C 4.256 0.333 -1.023 -0.7808
C 3.440 0.303 0.260 2.9823
C 4.235 0.724 1.460 -1.7690
N 2.949 -1.081 0.429 -0.3996
H 2.736 2.383 -1.476 -0.2206
H 3.518 1.944 -3.068 0.3085
H 3.997 3.380 -2.174 0.3342
H 3.673 -0.106 -1.851 0.2014
H 5.134 -0.305 -0.896 0.3015
H 2.557 0.948 0.137 -1.2070
H 3.582 0.784 2.340 0.1426
H 4.692 1.706 1.329 0.4412
H 5.036 0.027 1.713 0.4110
H 2.455 -1.335 -0.416 0.0250
H 2.297 -1.154 1.197 -0.2269
C 2.184 1.187 -6.428 -1.3040
C 1.468 0.943 -5.126 0.5291
O 0.306 0.116 -5.358 -0.4588
H 2.984 1.926 -6.314 0.3861
H 1.491 1.520 -7.196 0.2997
H 2.692 0.271 -6.736 0.2960
H 1.073 1.847 -4.664 0.1939
H 2.126 0.399 -4.442 -0.0976
H 0.533 -0.784 -5.096 0.2064
C 0.409 0.215 6.050 -1.2444
C 1.065 1.006 4.950 0.3436
O 0.213 2.097 4.507 -0.3811
H 1.148 -0.428 6.533 0.3605
H -0.426 -0.366 5.667 0.2821
H 0.040 0.902 6.813 0.3284
H 1.237 0.423 4.040 -0.3564
H 2.039 1.427 5.208 0.4635
H 0.516 2.917 4.904 0.2521
C -2.613 0.023 -3.529 0.3097
C -3.279 1.392 -3.647 -0.3074
O -4.684 1.304 -3.803 -0.6026
H -1.560 0.150 -3.272 -0.0981
H -2.677 -0.470 -4.499 0.5413
H -3.095 -0.513 -2.715 -0.4004
H -2.836 1.919 -4.502 0.3436
H -3.059 2.002 -2.769 -0.2042
H -4.869 0.954 -4.679 0.3528
C -5.363 -2.338 -1.057 -1.1623
C -4.663 -2.743 -2.348 0.5692
O -4.841 -4.134 -2.611 -0.5141
H -6.448 -2.434 -1.143 0.3802
H -5.085 -1.339 -0.721 0.3213
H -5.096 -3.039 -0.258 0.2795
H -3.597 -2.548 -2.302 -0.5561
H -5.114 -2.151 -3.152 0.4052
H -5.771 -4.313 -2.779 0.2468
C 1.103 -3.470 -6.646 -1.3543
C 0.430 -3.243 -5.310 0.2573
O 1.233 -2.423 -4.423 -0.7070
H 1.175 -2.540 -7.210 0.3160
H 0.533 -4.203 -7.219 0.3961
H 2.115 -3.859 -6.517 0.3018
H 0.317 -4.188 -4.779 0.2070
H -0.531 -2.755 -5.458 0.1713
H 1.764 -3.003 -3.873 0.3186
```

Which structure loses on stability? (i) does.

(i)
Density functional theory data (wB97M-V/def2-TZVPD) for C4H5F2N in the gas phase.

Computed properties:
SMILES = CC#CCN(F)F
Gap between HOMO and LUMO = 10.91 eV
LUMO = 0.86 eV

```
12
Properties=species:S:1:pos:R:3:nbo_charge:R:1
C 2.382 0.540 0.808 -0.7008
C 1.173 -0.031 0.293 0.0844
C 0.103 -0.259 -0.174 -0.0843
C -1.122 -0.797 -0.627 -0.3421
N -2.169 0.403 -0.630 0.3150
F -3.203 0.030 -1.424 -0.2332
F -2.661 0.354 0.658 -0.2480
H 2.661 0.460 1.826 0.2387
H 3.267 0.400 0.284 0.2386
H 2.306 1.581 0.625 0.2468
H -1.658 -1.486 0.078 0.2403
H -1.078 -1.193 -1.715 0.2445
```

(ii)
Density functional theory data (wB97M-V/def2-TZVPD) for C4H5F2N in the gas phase.

Computed properties:
SMILES = [H]/N=C(/C=C)C(F)F
Gap between HOMO and LUMO = 10.61 eV
LUMO = 0.41 eV

```
12
Properties=species:S:1:pos:R:3:nbo_charge:R:1
H -2.400 1.120 -0.569 0.3692
N -1.440 1.190 -0.855 -0.5869
C -0.586 0.478 -0.287 0.2170
C 0.965 0.378 -0.761 -0.2301
C 1.922 -0.448 -0.344 -0.3715
C -0.954 -0.437 0.851 0.4928
F -2.174 -0.074 1.311 -0.3346
F -0.168 -0.242 1.936 -0.3468
H 0.851 0.935 -1.697 0.2224
H 2.828 -0.553 -0.862 0.2089
H 1.882 -0.888 0.651 0.2098
H -0.726 -1.458 0.625 0.1497
```

Which structure loses on stability? (i) does.